{"formula": "C48H120N8", "method": "wB97M-V/def2-TZVPD", "e_tot_ev": -63637.7061, "max_force_ev_per_a": 2.78, "lumo_energy_ev": 0.7, "orbital_gap_ev": 8.465, "elements": ["C", "C", "N", "C", "C", "C", "C", "H", "H", "H", "H", "H", "H", "H", "H", "H", "H", "H", "H", "H", "H", "H", "C", "C", "N", "C", "C", "C", "C", "H", "H", "H", "H", "H", "H", "H", "H", "H", "H", "H", "H", "H", "H", "H", "C", "C", "N", "C", "C", "C", "C", "H", "H", "H", "H", "H", "H", "H", "H", "H", "H", "H", "H", "H", "H", "H", "C", "C", "N", "C", "C", "C", "C", "H", "H", "H", "H", "H", "H", "H", "H", "H", "H", "H", "H", "H", "H", "H", "C", "C", "N", "C", "C", "C", "C", "H", "H", "H", "H", "H", "H", "H", "H", "H", "H", "H", "H", "H", "H", "H", "C", "C", "N", "C", "C", "C", "C", "H", "H", "H", "H", "H", "H", "H", "H", "H", "H", "H", "H", "H", "H", "H", "C", "C", "N", "C", "C", "C", "C", "H", "H", "H", "H", "H", "H", "H", "H", "H", "H", "H", "H", "H", "H", "H", "C", "C", "N", "C", "C", "C", "C", "H", "H", "H", "H", "H", "H", "H", "H", "H", "H", "H", "H", "H", "H", "H"], "positions_angstrom": [[1.700, -3.107, -5.363], [1.097, -3.828, -4.203], [1.615, -5.192, -3.917], [0.802, -5.760, -2.831], [0.005, -7.003, -3.259], [3.029, -5.262, -3.632], [3.506, -6.686, -3.321], [1.420, -3.504, -6.339], [2.783, -3.069, -5.265], [1.257, -2.109, -5.295], [1.281, -3.257, -3.272], [0.012, -3.936, -4.168], [1.342, -5.967, -1.899], [0.122, -5.012, -2.404], [-0.819, -7.225, -2.588], [-0.360, -6.899, -4.281], [0.683, -7.859, -3.277], [3.331, -4.572, -2.822], [3.614, -4.948, -4.502], [3.491, -7.240, -4.259], [2.837, -7.199, -2.629], [4.460, -6.720, -2.800], [1.448, -14.405, 6.118], [1.936, -12.941, 5.862], [2.821, -12.770, 4.733], [3.875, -13.795, 4.564], [4.972, -13.488, 5.587], [2.059, -12.554, 3.471], [2.943, -11.931, 2.380], [1.347, -14.881, 5.141], [0.504, -14.508, 6.648], [2.258, -14.837, 6.703], [1.119, -12.224, 5.814], [2.496, -12.765, 6.789], [3.444, -14.792, 4.613], [4.447, -13.591, 3.662], [4.670, -13.788, 6.597], [5.932, -13.945, 5.342], [5.137, -12.414, 5.662], [1.204, -11.913, 3.659], [1.820, -13.575, 3.141], [3.965, -12.256, 2.206], [2.974, -10.853, 2.559], [2.443, -12.084, 1.419], [-6.532, 1.019, 0.568], [-5.340, 0.311, 1.255], [-4.800, -0.847, 0.546], [-5.778, -1.949, 0.485], [-5.790, -2.932, 1.658], [-3.513, -1.226, 1.074], [-2.819, -2.177, 0.061], [-6.231, 1.796, -0.136], [-7.116, 1.579, 1.306], [-7.273, 0.369, 0.103], [-4.576, 1.085, 1.248], [-5.697, -0.012, 2.241], [-6.788, -1.576, 0.327], [-5.568, -2.536, -0.414], [-6.403, -3.806, 1.436], [-4.811, -3.384, 1.830], [-6.115, -2.357, 2.527], [-3.562, -1.662, 2.078], [-2.825, -0.378, 1.030], [-2.457, -1.696, -0.844], [-3.444, -3.042, -0.163], [-1.942, -2.663, 0.512], [-2.631, -4.188, 7.334], [-1.802, -4.816, 6.191], [-2.299, -4.493, 4.861], [-1.968, -3.251, 4.235], [-0.453, -3.006, 4.170], [-3.687, -4.841, 4.678], [-4.034, -6.314, 4.972], [-2.547, -3.105, 7.281], [-2.299, -4.519, 8.325], [-3.644, -4.590, 7.385], [-0.794, -4.410, 6.275], [-1.749, -5.897, 6.310], [-2.434, -2.379, 4.733], [-2.358, -3.167, 3.217], [0.149, -3.919, 4.222], [-0.038, -2.355, 4.939], [-0.141, -2.635, 3.190], [-4.389, -4.176, 5.211], [-4.044, -4.649, 3.659], [-5.075, -6.519, 4.717], [-3.379, -6.974, 4.404], [-3.983, -6.540, 6.038], [-4.093, -6.983, -5.058], [-5.260, -7.864, -4.662], [-5.235, -8.472, -3.323], [-4.979, -7.513, -2.287], [-6.245, -6.777, -1.717], [-6.272, -9.431, -3.037], [-6.174, -10.708, -3.840], [-3.135, -7.496, -5.047], [-4.134, -6.026, -4.536], [-4.295, -6.707, -6.097], [-6.228, -7.341, -4.724], [-5.189, -8.724, -5.337], [-4.686, -8.149, -1.438], [-4.226, -6.742, -2.419], [-5.884, -6.060, -0.973], [-6.888, -6.210, -2.391], [-6.835, -7.515, -1.175], [-7.243, -8.961, -3.260], [-6.310, -9.762, -1.999], [-5.988, -10.587, -4.913], [-7.071, -11.332, -3.887], [-5.388, -11.381, -3.488], [4.865, -1.699, 0.554], [6.159, -2.529, 0.749], [6.470, -3.435, -0.349], [6.698, -2.803, -1.650], [8.149, -2.456, -1.927], [5.503, -4.528, -0.374], [6.091, -5.861, -0.770], [4.221, -2.225, -0.148], [5.099, -0.698, 0.182], [4.276, -1.413, 1.430], [6.983, -1.808, 0.808], [6.265, -3.080, 1.682], [6.307, -3.522, -2.375], [6.021, -1.943, -1.750], [8.278, -2.188, -2.974], [8.534, -1.712, -1.231], [8.728, -3.364, -1.740], [4.539, -4.327, -0.866], [5.122, -4.699, 0.642], [6.938, -6.127, -0.129], [6.511, -5.808, -1.779], [5.444, -6.730, -0.644], [1.603, -7.498, 2.100], [0.136, -7.083, 1.813], [-0.036, -6.354, 0.553], [-1.330, -6.572, -0.064], [-2.567, -6.107, 0.754], [0.223, -4.932, 0.682], [1.542, -4.494, 1.301], [1.711, -8.487, 2.548], [2.071, -6.773, 2.761], [2.169, -7.593, 1.172], [-0.311, -8.081, 1.792], [-0.353, -6.501, 2.602], [-1.438, -6.096, -1.036], [-1.495, -7.648, -0.124], [-3.392, -6.641, 0.280], [-2.483, -6.381, 1.809], [-2.779, -5.037, 0.797], [-0.598, -4.417, 1.208], [0.231, -4.521, -0.334], [1.645, -3.405, 1.336], [2.445, -4.858, 0.814], [1.542, -4.719, 2.369], [-1.621, 1.604, -1.623], [-0.116, 1.551, -1.902], [0.639, 1.258, -0.699], [1.922, 1.923, -0.493], [1.999, 2.572, 0.882], [0.421, -0.052, -0.104], [1.253, -1.160, -0.757], [-1.776, 2.095, -0.663], [-2.052, 0.605, -1.660], [-2.122, 2.238, -2.357], [0.127, 0.787, -2.663], [0.195, 2.456, -2.426], [1.916, 2.737, -1.219], [2.786, 1.289, -0.725], [2.986, 2.964, 1.126], [1.668, 1.903, 1.678], [1.284, 3.396, 0.858], [0.854, 0.068, 0.896], [-0.647, -0.237, -0.039], [0.915, -2.126, -0.383], [1.170, -1.094, -1.847], [2.325, -1.044, -0.596]], "lowdin_charge": [-0.08, -0.26, -0.17, -0.28, -0.06, -0.26, -0.07, 0.08, 0.07, 0.07, 0.10, 0.11, 0.10, 0.08, 0.04, 0.07, 0.07, 0.10, 0.11, 0.08, 0.06, 0.04, -0.08, -0.26, -0.21, -0.24, -0.09, -0.23, -0.09, 0.06, 0.07, 0.06, 0.11, 0.10, 0.10, 0.09, 0.06, 0.07, 0.08, 0.11, 0.11, 0.06, 0.06, 0.07, -0.09, -0.24, -0.19, -0.24, -0.08, -0.25, -0.08, 0.07, 0.07, 0.06, 0.11, 0.11, 0.10, 0.10, 0.08, 0.04, 0.08, 0.09, 0.10, 0.06, 0.05, 0.05, -0.08, -0.23, -0.20, -0.26, -0.08, -0.28, -0.08, 0.07, 0.07, 0.06, 0.10, 0.11, 0.12, 0.09, 0.06, 0.07, 0.05, 0.11, 0.09, 0.07, 0.07, 0.06, -0.09, -0.25, -0.21, -0.25, -0.08, -0.27, -0.10, 0.08, 0.07, 0.07, 0.12, 0.10, 0.11, 0.10, 0.05, 0.06, 0.06, 0.11, 0.12, 0.06, 0.07, 0.07, -0.09, -0.24, -0.19, -0.26, -0.08, -0.29, -0.10, 0.05, 0.06, 0.07, 0.11, 0.11, 0.11, 0.11, 0.07, 0.07, 0.07, 0.09, 0.11, 0.08, 0.07, 0.07, -0.08, -0.23, -0.17, -0.24, -0.07, -0.26, -0.08, 0.05, 0.05, 0.07, 0.11, 0.11, 0.09, 0.11, 0.06, 0.06, 0.04, 0.10, 0.09, 0.06, 0.07, 0.05, -0.08, -0.26, -0.21, -0.25, -0.09, -0.22, -0.06, 0.08, 0.05, 0.07, 0.10, 0.11, 0.11, 0.10, 0.07, 0.06, 0.07, 0.11, 0.08, 0.05, 0.06, 0.05]}

=====

{"formula": "C19H21N3O4", "method": "wB97M-V/def2-TZVPD", "e_tot_ev": -32688.4241, "max_force_ev_per_a": 18.16, "lumo_energy_ev": -0.4, "orbital_gap_ev": 7.886, "elements": ["C", "C", "C", "C", "O", "O", "C", "C", "C", "C", "C", "C", "H", "H", "O", "C", "C", "H", "H", "H", "C", "O", "N", "H", "C", "C", "H", "H", "C", "N", "C", "N", "C", "C", "H", "H", "H", "H", "H", "H", "H", "H", "H", "H", "H", "H", "H"], "positions_angstrom": [[-4.655, -2.583, -0.212], [-4.043, -1.190, -0.242], [-4.804, -0.042, -0.647], [-4.446, 1.205, -0.606], [-5.112, 2.026, -1.073], [-3.280, 1.355, -0.060], [-2.527, 0.292, 0.451], [-1.186, 0.781, 0.615], [-0.348, -0.210, 1.063], [-0.663, -1.626, 1.084], [-2.012, -1.707, 0.663], [-2.966, -0.821, 0.132], [-2.222, -3.125, 0.490], [0.031, -2.246, 1.423], [0.946, -0.059, 1.499], [1.444, 1.219, 1.897], [2.617, 1.005, 2.912], [2.084, 0.931, 3.907], [3.366, 0.458, 2.567], [3.105, 2.148, 3.002], [2.098, 1.784, 0.381], [2.858, 2.766, 0.651], [1.681, 1.350, -0.611], [0.942, 0.543, -0.462], [2.147, 1.829, -2.211], [2.634, 0.504, -2.864], [1.696, -0.353, -3.012], [2.891, 1.035, -3.858], [3.628, -0.380, -2.168], [3.350, -1.165, -1.065], [2.384, -1.988, -1.148], [2.226, -2.654, -0.039], [3.194, -1.941, 0.887], [3.807, -1.174, 0.105], [4.565, -0.413, 0.386], [3.318, -2.030, 1.939], [1.831, -2.392, -2.127], [4.517, 0.342, -1.708], [4.068, -0.973, -3.041], [1.243, 2.359, -2.375], [3.080, 2.247, -1.633], [0.608, 2.048, 2.318], [-1.000, 1.764, 0.769], [-6.019, -0.408, -0.955], [-5.832, -2.540, -0.739], [-4.527, -3.098, 0.682], [-4.000, -3.294, -0.914]], "lowdin_charge": [-0.03, -0.23, 0.08, -0.67, 0.17, 0.18, -0.14, 0.10, -0.26, 0.05, 0.06, -0.33, 0.22, 0.06, -0.10, -0.20, -0.03, 0.09, -0.01, 0.15, -0.57, -0.05, 0.11, 0.18, 0.02, -0.20, 0.16, 0.14, -0.20, -0.15, -0.26, 0.11, -0.06, -0.22, 0.16, 0.10, 0.18, 0.19, 0.15, 0.10, 0.14, 0.20, 0.09, 0.20, 0.16, 0.03, 0.12]}